Entry 1:
{
  "formula": "C5H8N",
  "method": "ωB97M-V/def2-TZVPD",
  "species": ["C", "C", "C", "C", "N", "C", "H", "H", "H", "H", "H", "H", "H", "H"],
  "xyz": [[-1.8424, -0.8806, -0.0022], [-0.9903, 0.2643, 0.0172], [-0.7652, 1.5796, 0.0080], [0.6987, 1.4774, -0.0144], [0.8183, 0.2007, 0.0115], [1.8624, -0.7349, 0.0095], [-2.6256, -0.7682, 0.7536], [-1.2916, -1.7991, 0.2043], [-2.3259, -0.9912, -0.9791], [-1.4296, 2.4243, 0.0077], [1.4943, 2.2113, -0.0476], [2.8066, -0.2442, -0.2345], [1.6482, -1.5181, -0.7203], [1.9423, -1.2212, 0.9863]],
  "atomic_forces_ev_per_a": [[-0.8, -0.7, -0.1], [2.6, 1.1, 0.0], [-0.7, -0.3, 0.0], [0.4, -0.6, 0.0], [-2.5, 1.0, 0.0], [0.9, -0.9, 0.1], [0.0, 0.0, 0.0], [0.0, 0.1, 0.1], [0.1, 0.0, 0.0], [-0.1, 0.0, 0.0], [0.1, 0.0, 0.0], [0.0, -0.1, 0.0], [0.1, 0.1, -0.1], [0.0, 0.1, 0.0]],
  "charge": 1,
  "total_energy_ev": -6794.6324,
  "e_above_lowest_kcal_mol": 79.7,
  "molar_mass_da": 82.126,
  "homo_energy_ev": -14.43
}

***

Entry 2:
{
  "formula": "CH3BrCl2OSi",
  "method": "ωB97M-V/def2-TZVPD",
  "species": ["C", "O", "Si", "Cl", "Cl", "Br", "H", "H", "H"],
  "xyz": [[1.4920, 0.0130, 0.1516], [0.2200, -0.0145, 0.7327], [-1.4859, -0.0680, -0.1457], [-2.3391, 1.2323, 1.0794], [-1.3963, 0.8835, -1.8937], [-2.2643, -2.1463, -0.0873], [1.7407, 0.8759, -0.4709], [1.8276, -0.9434, -0.3994], [2.2054, 0.1673, 1.0333]],
  "atomic_forces_ev_per_a": [[2.1, -0.9, 0.7], [-3.8, -0.4, -2.2], [4.5, -0.4, 2.4], [-1.0, 0.2, 0.7], [0.1, -0.2, -0.9], [0.2, 0.9, -0.2], [-0.6, 0.0, -0.4], [-0.7, 1.3, 0.8], [-0.8, -0.5, -1.1]],
  "total_energy_ev": -106102.0019,
  "e_above_lowest_kcal_mol": 20.5,
  "molar_mass_da": 209.930,
  "homo_energy_ev": -10.27
}

***

Entry 3:
{
  "formula": "C32H71N10O27S5",
  "method": "ωB97M-V/def2-TZVPD",
  "species": ["C", "C", "N", "C", "C", "N", "C", "C", "H", "H", "H", "H", "H", "H", "H", "H", "H", "H", "H", "C", "O", "N", "N", "H", "H", "H", "H", "C", "O", "N", "N", "H", "H", "H", "H", "C", "O", "N", "N", "H", "H", "H", "H", "C", "O", "N", "N", "H", "H", "H", "H", "C", "C", "O", "S", "O", "O", "O", "H", "H", "H", "H", "C", "C", "O", "S", "O", "O", "O", "H", "H", "H", "H", "C", "C", "O", "S", "O", "O", "O", "H", "H", "H", "H", "C", "C", "O", "S", "O", "O", "O", "H", "H", "H", "H", "C", "C", "O", "S", "O", "O", "O", "H", "H", "H", "H", "C", "C", "C", "O", "C", "H", "H", "H", "H", "H", "H", "H", "H", "C", "C", "C", "O", "C", "H", "H", "H", "H", "H", "H", "H", "H", "C", "C", "C", "O", "C", "H", "H", "H", "H", "H", "H", "H", "H"],
  "xyz": [[2.8995, -1.3955, 1.7927], [1.9728, -1.4556, 0.5881], [0.7417, -0.5846, 0.6307], [0.3315, 0.2842, 1.6606], [-0.8072, 0.9873, 1.2832], [-1.2396, 0.4051, 0.0999], [-0.2984, -0.5620, -0.3217], [-2.3192, 0.9054, -0.6422], [2.3485, -1.9468, 2.5546], [3.0481, -0.4043, 2.2211], [3.8868, -1.8232, 1.6182], [1.6127, -2.4740, 0.4419], [2.5046, -1.2430, -0.3393], [0.9846, 0.4960, 2.4942], [-1.2282, 1.8456, 1.7856], [-0.4676, -1.3018, -1.0901], [-3.0778, 0.1534, -0.4250], [-2.0799, 0.8815, -1.7053], [-2.6328, 1.8934, -0.3052], [-1.5578, -1.9602, -3.9527], [-0.6070, -2.1239, -3.2211], [-2.0620, -0.8150, -4.2793], [-2.1054, -3.0276, -4.4958], [-3.0014, -0.8989, -4.6405], [-1.5031, 0.0208, -4.3758], [-1.6603, -3.9177, -4.3235], [-2.8392, -2.9678, -5.1873], [-2.7330, -4.2933, -1.2221], [-1.5054, -4.1773, -1.4327], [-3.5395, -3.3273, -1.5466], [-3.3006, -5.3173, -0.7006], [-4.5453, -3.4162, -1.5715], [-3.0428, -2.5044, -1.8566], [-4.3050, -5.3352, -0.5957], [-2.6653, -6.0915, -0.5703], [2.1910, -4.1909, -1.5405], [3.3667, -4.3848, -1.2596], [1.2115, -4.7673, -0.9412], [1.8773, -3.3595, -2.4917], [1.4426, -5.4600, -0.2435], [0.2689, -4.4303, -1.0751], [0.9237, -3.0800, -2.6723], [2.6304, -2.9082, -2.9909], [-4.8197, 2.3373, 1.9014], [-3.6354, 2.1983, 2.1935], [-5.8085, 1.9949, 2.6141], [-5.1805, 2.8249, 0.8178], [-6.7764, 2.2561, 2.4913], [-5.6514, 1.5005, 3.4807], [-6.0688, 2.5654, 0.4132], [-4.3562, 3.1538, 0.3356], [-4.3151, -3.6341, 2.7408], [-4.2548, -2.2798, 1.9347], [-2.9954, -1.8781, 1.9294], [-1.9317, -3.1059, 2.4613], [-1.6153, -2.9183, 3.8813], [-0.8843, -3.3330, 1.5199], [-3.1040, -4.2492, 2.2674], [-5.1144, -4.2017, 2.2644], [-4.3214, -3.4430, 3.8139], [-4.9762, -1.6180, 2.4140], [-4.4848, -2.4091, 0.8771], [1.5443, -1.8386, 4.9211], [0.9435, -2.0609, 6.3467], [0.5563, -0.7774, 6.8280], [0.6732, 0.4285, 5.5761], [1.0218, 1.7697, 6.0250], [-0.5170, 0.2987, 4.6676], [1.9242, -0.4893, 4.9465], [0.7557, -2.0534, 4.2000], [2.4397, -2.4449, 4.7840], [1.7295, -2.4549, 6.9910], [0.0893, -2.7378, 6.3653], [-0.1419, 4.0384, 3.7264], [-1.4872, 4.7714, 4.1209], [-1.9908, 5.4093, 2.9863], [-1.2546, 4.9085, 1.5756], [-0.4379, 5.9900, 1.0496], [-2.2443, 4.3063, 0.5921], [-0.4233, 3.7563, 2.3694], [-0.0865, 3.1189, 4.3091], [0.8331, 4.5159, 3.8242], [-1.3520, 5.6022, 4.8134], [-2.2603, 4.0867, 4.4697], [-0.2175, 5.8652, -3.7703], [0.5525, 5.1441, -2.7205], [0.1433, 3.7633, -2.9132], [-1.0456, 3.5046, -3.9559], [-2.1939, 2.8369, -3.2792], [-0.5553, 2.9367, -5.1952], [-1.3920, 5.1256, -4.0478], [0.2101, 6.0543, -4.7549], [-0.4640, 6.8481, -3.3688], [0.5095, 5.4798, -1.6844], [1.6024, 5.1611, -3.0128], [-5.6532, 2.1192, -3.7130], [-7.0637, 1.4609, -3.8875], [-6.9362, 0.3102, -3.0840], [-5.6789, 0.2407, -2.0174], [-4.6171, -0.5640, -2.6284], [-6.0441, -0.0406, -0.6194], [-5.3375, 1.7994, -2.3393], [-5.7405, 3.1857, -3.9203], [-4.9395, 1.7194, -4.4334], [-7.2252, 1.1268, -4.9124], [-7.8954, 2.0589, -3.5149], [2.0872, 0.3227, -4.4149], [3.6214, 0.1939, -4.5018], [4.0596, 1.2767, -3.5884], [3.0978, 1.3850, -2.5866], [1.8561, 0.6620, -2.8893], [1.5770, -0.5783, -4.7556], [1.7258, 1.1262, -5.0566], [3.8564, 0.3295, -5.5575], [3.8712, -0.8404, -4.2653], [4.0517, 2.2755, -4.0247], [5.1038, 1.1760, -3.2923], [0.9859, 1.2807, -2.6699], [1.8501, -0.3149, -2.4059], [2.8836, 4.9891, 0.7700], [3.9055, 4.5157, 1.8431], [3.6235, 3.1144, 2.0826], [2.3372, 2.8659, 1.5661], [2.2235, 3.6609, 0.4890], [3.2279, 5.4400, -0.1607], [2.2252, 5.8176, 1.0312], [3.6670, 4.9207, 2.8266], [4.9632, 4.4121, 1.6009], [3.7799, 2.8185, 3.1199], [4.4119, 2.5225, 1.6179], [1.1728, 3.7707, 0.2204], [2.6618, 3.3129, -0.4463], [6.9641, -4.1285, 2.1063], [7.3677, -4.0052, 0.6582], [6.9203, -5.3375, -0.0267], [6.8601, -6.2758, 1.0772], [7.1037, -5.6133, 2.3764], [5.8862, -3.9669, 2.1218], [7.5589, -3.4264, 2.6905], [8.4236, -3.8484, 0.4379], [6.8906, -3.1342, 0.2091], [7.4761, -5.7821, -0.8522], [5.9233, -5.1037, -0.4001], [8.1459, -5.8000, 2.6353], [6.4945, -6.0014, 3.1927]],
  "atomic_forces_ev_per_a": [[-1.2, 0.3, 0.6], [-0.2, -0.1, -1.1], [-3.2, 0.7, -0.3], [0.5, 0.7, -1.3], [1.7, -2.3, -0.1], [4.9, -1.1, 1.0], [0.2, 1.8, 3.2], [-1.6, -0.8, -1.0], [0.6, -0.2, 0.2], [0.0, 0.2, -0.4], [-0.3, -0.2, -0.3], [-0.1, -0.1, 0.2], [-0.1, 0.4, 0.0], [-0.1, -0.1, -0.2], [-0.5, -0.4, -0.3], [0.2, 0.2, -0.4], [-0.8, 0.4, -0.4], [-0.2, 0.2, 0.1], [0.3, -0.2, 0.0], [2.0, -2.0, 0.5], [1.9, 0.8, 1.4], [-2.1, 3.0, -0.9], [-1.7, -2.2, -1.3], [0.3, 1.0, -0.2], [-0.3, -0.1, 0.3], [-0.3, 0.2, 0.2], [0.3, -0.2, 0.1], [3.8, 1.3, -1.2], [-1.0, -0.5, 0.4], [-1.6, 3.1, -0.8], [-0.9, -3.6, 1.5], [0.4, 0.4, -0.1], [-0.7, 0.1, -0.2], [0.5, -0.6, 0.2], [-0.7, -0.3, 0.3], [3.5, 0.0, 0.1], [1.4, -0.5, 0.5], [-2.9, -1.9, 2.2], [-1.0, 2.7, -2.7], [-0.2, 0.3, -0.1], [-0.3, -0.5, 0.2], [0.0, 0.0, -0.3], [-0.2, -0.2, 0.2], [4.2, -1.3, 2.6], [1.0, -0.3, 0.9], [-4.7, -2.8, 5.7], [-0.9, 3.4, -7.1], [0.5, 0.2, -0.4], [0.2, 0.2, -0.2], [0.5, 0.4, -0.4], [-0.6, 0.3, -1.0], [0.0, 1.1, -2.4], [-3.6, -2.0, 0.3], [5.8, 0.5, 1.3], [-1.4, 0.2, 1.1], [-0.8, -0.2, -2.7], [-0.8, 0.4, 0.5], [1.6, 0.8, 1.1], [-0.1, -0.2, 0.9], [-0.1, -0.5, -0.1], [0.3, 0.6, -0.1], [-0.9, -0.4, 0.0], [-1.1, -0.9, 1.3], [0.5, -0.1, -0.4], [-0.5, 2.7, -0.9], [-2.1, -2.8, -0.8], [0.1, -3.0, -0.5], [3.4, 0.4, 2.6], [-0.4, 3.0, -0.6], [0.3, 0.2, -0.4], [-0.1, 0.2, -0.1], [-0.1, 0.2, 0.3], [0.0, 0.2, -0.2], [-1.5, 0.4, 0.8], [1.1, 0.3, 1.1], [0.3, 0.2, -3.4], [-2.5, -0.4, -0.7], [-0.8, -1.7, 1.0], [3.4, 1.6, 3.4], [-0.1, 0.0, -2.3], [-0.1, -0.2, -0.5], [-0.4, 0.7, 0.0], [0.2, -0.4, 0.4], [0.3, -0.3, 0.1], [-0.7, 1.9, -0.6], [1.5, -1.2, -1.1], [-0.2, -1.1, 0.2], [-1.9, 0.5, 1.4], [2.9, 1.6, -1.8], [-0.5, 0.9, 1.7], [-0.8, -2.1, 0.0], [0.9, -0.3, 0.3], [-0.6, 0.0, -0.2], [-0.8, -0.3, -0.1], [0.1, 0.0, 0.2], [-1.6, -0.2, -0.6], [1.6, 0.4, 0.1], [0.0, -2.5, 2.0], [0.4, 0.2, -1.6], [-1.9, 0.9, 1.2], [0.4, 1.2, -3.4], [0.5, -0.1, 0.9], [0.4, 0.1, 0.8], [0.2, -0.3, 0.4], [-0.1, 0.1, 0.1], [0.2, 0.1, -0.1], [-0.6, 0.2, 0.7], [-1.8, -0.5, -1.5], [0.7, 1.0, -0.8], [-1.5, -0.5, 2.3], [2.1, -0.4, -2.3], [-0.1, -0.1, 0.3], [0.1, 0.2, 0.1], [0.5, 0.2, 0.1], [0.5, 0.2, 0.5], [0.1, 0.0, -1.0], [-0.2, -0.4, 1.0], [0.2, 0.0, 0.1], [-0.2, 0.2, 0.6], [0.5, 0.6, -0.1], [0.2, 1.8, 0.5], [0.4, -2.7, 0.1], [0.1, -2.0, 2.0], [-1.7, 1.8, -3.0], [1.0, -0.5, -0.1], [-0.3, -0.4, 1.1], [0.6, 1.2, -0.3], [0.1, 1.7, 0.0], [-0.9, 0.0, 0.3], [-0.3, -0.6, -0.8], [-0.3, 0.0, 0.2], [0.5, -0.9, 0.1], [-0.6, -0.5, -0.7], [0.7, -0.2, -2.0], [-1.0, 1.0, 1.7], [-0.2, 0.2, 0.9], [1.4, -0.1, -1.2], [0.0, 0.7, 0.4], [-0.4, -0.3, 0.5], [0.3, 0.0, 0.7], [-0.2, -0.1, -0.2], [0.5, 0.3, 0.3], [-0.4, -0.6, -0.1], [0.2, -0.3, 0.1], [-0.4, -0.1, -0.5]],
  "charge": 1,
  "total_energy_ev": -158682.0508,
  "molar_mass_da": 1188.298,
  "homo_energy_ev": -10.06
}

***

Entry 4:
{
  "formula": "C7H10",
  "method": "ωB97M-V/def2-TZVPD",
  "species": ["C", "C", "C", "C", "C", "C", "C", "H", "H", "H", "H", "H", "H", "H", "H", "H", "H"],
  "xyz": [[1.6108, -0.4080, 1.2886], [1.4037, 0.8261, 0.3967], [1.4643, -0.6296, -0.1607], [0.1856, -1.1767, -0.6713], [-0.9808, -0.6163, -0.3529], [-1.0501, 0.6751, 0.4251], [0.1630, 1.5467, 0.4931], [2.5940, -0.4794, 1.7437], [0.7858, -0.7012, 1.9322], [2.3124, 1.4109, 0.2655], [2.3665, -0.8661, -0.7195], [0.2314, -2.0615, -1.3020], [-1.9133, -1.0383, -0.7224], [-3.1558, 0.5583, -2.0219], [-1.9206, 1.2669, 0.1162], [-1.2437, 0.4824, 1.4987], [-2.8535, 1.2105, -2.2090]],
  "atomic_forces_ev_per_a": [[0.0, -0.2, 0.1], [-0.1, 0.5, 0.0], [0.0, -0.2, 0.0], [-0.2, 0.1, 0.1], [0.2, -0.1, -0.1], [0.0, 0.1, 0.0], [0.1, -0.5, -0.1], [-0.1, 0.0, -0.1], [0.1, 0.1, -0.1], [-0.2, -0.1, 0.0], [-0.1, 0.1, 0.1], [0.0, 0.1, 0.1], [0.2, 0.1, 0.1], [0.0, 0.1, -0.1], [0.1, -0.1, 0.1], [0.0, 0.0, -0.1], [0.0, 0.0, 0.0]],
  "total_energy_ev": -7415.9010,
  "e_above_lowest_kcal_mol": 118.4,
  "molar_mass_da": 94.157,
  "homo_energy_ev": -7.92
}

***

Entry 5:
{
  "formula": "C6H10O",
  "method": "ωB97M-V/def2-TZVPD",
  "species": ["C", "C", "C", "C", "O", "C", "C", "H", "H", "H", "H", "H", "H", "H", "H", "H", "H"],
  "xyz": [[1.9393, 0.5691, 0.0577], [0.9603, -0.5891, -0.0905], [-0.0704, -0.7639, 1.0316], [-1.2042, -0.3560, 0.1104], [-2.4722, -0.8949, 0.2727], [-0.9719, 0.9773, -0.6345], [-0.4576, -0.3146, -1.1772], [3.0135, 0.3477, -0.0379], [1.8469, 1.2287, 0.9331], [1.6269, 1.2913, -0.7525], [1.3925, -1.4973, -0.5111], [0.0625, -0.1261, 1.9168], [-0.1602, -1.8054, 1.3517], [-2.8287, -0.5434, 1.0997], [-1.8269, 1.5188, -1.0526], [-0.1684, 1.7040, -0.3391], [-0.6813, -0.7463, -2.1785]],
  "atomic_forces_ev_per_a": [[-0.3, 1.4, -1.4], [-1.5, 0.4, -2.0], [-0.3, 0.0, 0.0], [0.0, 0.3, 0.1], [-0.3, 0.3, 0.1], [0.7, 0.9, 0.5], [2.0, -0.4, 1.0], [-0.5, -0.2, -0.2], [-0.3, -0.8, 0.2], [1.0, -0.6, 0.4], [0.2, 0.0, 0.6], [0.1, -0.1, -0.2], [-0.1, 0.1, 0.0], [-0.1, -0.1, -0.2], [0.1, -0.7, 0.0], [-1.1, -0.7, 0.1], [0.4, 0.3, 1.0]],
  "total_energy_ev": -8428.7772,
  "e_above_lowest_kcal_mol": 56.8,
  "molar_mass_da": 98.145,
  "homo_energy_ev": -9.11
}